No. 1
{
  "formula": "C5H4N2",
  "method": "ωB97M-V with the def2-TZVPD basis set",
  "e_tot_ev": -8227.6378,
  "total_charge": 0,
  "spin_multiplicity": 1,
  "species": ["C", "C", "C", "C", "C", "N", "N", "H", "H", "H", "H"],
  "positions_angstrom": [[-2.70298, 0.78554, 0.01902], [-1.54712, 0.47315, 0.14765], [-0.17697, 0.09276, 0.11583], [0.71763, 0.19799, -0.93019], [1.88474, -0.42788, -0.45955], [1.73751, -0.87820, 0.78081], [0.48600, -0.55310, 1.11171], [-3.72496, 1.03065, -0.16051], [0.51927, 0.65693, -1.88732], [2.82154, -0.57645, -0.97963], [0.13520, -0.80128, 2.02358]],
  "nbo_charge": [-0.180, -0.054, 0.036, -0.296, -0.060, -0.243, -0.304, 0.239, 0.236, 0.213, 0.414]
}

***

No. 2
{
  "formula": "C28H61BCaN3O4PSi2Te",
  "method": "ωB97M-V with the def2-TZVPD basis set",
  "e_tot_ev": -94142.5816,
  "total_charge": 0,
  "spin_multiplicity": 1,
  "species": ["Ca", "C", "C", "C", "C", "P", "N", "C", "C", "C", "C", "C", "C", "C", "C", "H", "H", "H", "H", "H", "H", "H", "H", "H", "H", "H", "H", "H", "H", "H", "H", "H", "H", "H", "H", "H", "H", "H", "H", "H", "H", "H", "N", "C", "C", "O", "O", "H", "H", "H", "H", "H", "O", "B", "O", "C", "C", "C", "C", "C", "C", "H", "H", "H", "H", "N", "H", "H", "H", "C", "Si", "C", "C", "C", "Te", "C", "Si", "C", "C", "C", "H", "H", "H", "H", "H", "H", "H", "H", "H", "H", "H", "H", "H", "H", "H", "H", "H", "H", "H", "H", "H", "H"],
  "positions_angstrom": [[-0.54434, 2.09664, -0.36732], [3.94223, 2.61349, -1.42113], [4.00651, 1.22299, -0.77286], [5.40025, 1.01984, -0.18263], [3.76212, 0.20640, -1.90264], [2.49085, 1.11608, 0.41380], [1.19171, 0.91541, -0.37295], [2.81802, -0.35368, 1.61806], [3.10805, -1.55879, 0.71125], [3.94113, -0.21226, 2.64450], [1.49210, -0.65809, 2.33906], [2.56482, 2.71530, 1.51420], [1.97505, 3.89239, 0.71472], [3.92621, 3.12062, 2.07909], [1.61276, 2.44155, 2.68995], [4.59794, 2.64305, -2.29573], [4.27629, 3.39677, -0.74200], [2.92653, 2.83430, -1.75595], [6.14330, 1.19082, -0.96803], [5.54413, 0.00452, 0.18588], [5.61090, 1.71536, 0.62994], [4.28617, 0.52199, -2.80946], [2.69441, 0.15024, -2.12130], [4.11882, -0.78966, -1.64884], [4.10801, -1.51843, 0.28128], [2.36869, -1.60479, -0.09184], [3.04122, -2.48207, 1.29361], [4.89073, 0.07121, 2.19009], [4.08660, -1.17690, 3.14082], [3.69738, 0.51457, 3.41996], [0.65390, -0.45729, 1.67123], [1.36390, -0.08032, 3.25390], [1.44994, -1.71603, 2.61412], [2.73061, 4.43667, 0.15432], [1.48575, 4.60602, 1.38314], [1.23626, 3.53699, -0.00145], [4.58985, 3.51155, 1.30757], [4.42733, 2.29117, 2.57559], [3.78164, 3.91527, 2.81815], [0.67431, 1.99866, 2.34507], [1.37454, 3.37265, 3.21166], [2.05871, 1.76735, 3.41804], [-4.17779, 3.51851, -2.84240], [-2.72990, 3.45519, -2.94826], [-2.09180, 4.10995, -1.72894], [-2.93027, 4.76464, -0.97211], [-0.89757, 4.02951, -1.47614], [-4.61714, 3.50418, -3.75235], [-3.81361, 4.63453, -1.41420], [-4.51879, 2.70266, -2.31057], [-2.39513, 4.01973, -3.81967], [-2.31730, 2.44577, -3.03211], [-2.02082, 2.45569, 2.23578], [-2.01260, 1.46370, 1.21934], [-1.97286, 0.21202, 1.89154], [-1.92065, 0.45109, 3.23782], [-1.81527, -0.43332, 4.29054], [-1.74488, 0.10773, 5.57125], [-1.77936, 1.48167, 5.78028], [-1.88443, 2.36926, 4.71329], [-1.95409, 1.82394, 3.44946], [-1.76663, -1.50148, 4.12775], [-1.65528, -0.55482, 6.42240], [-1.71174, 1.86921, 6.78853], [-1.90384, 3.44135, 4.85969], [-4.64499, 1.11567, -0.82680], [-4.04451, 1.36981, -0.04265], [-4.31189, 0.21012, -1.14333], [-5.58654, 0.98061, -0.47409], [-1.92347, -6.49624, 0.66081], [-2.22031, -4.64150, 0.46528], [-1.87856, -3.76415, 2.09802], [-4.01051, -4.34821, -0.05812], [-1.08545, -3.93629, -0.86449], [-1.01854, -1.77795, -0.68979], [-0.01691, -1.53343, -2.59157], [-1.12163, -1.76384, -4.09621], [-2.35240, -3.19607, -4.00348], [-0.08022, -2.00020, -5.65727], [-2.13269, -0.17736, -4.31744], [-2.56864, -6.91496, 1.43620], [-0.88795, -6.70299, 0.93941], [-2.13177, -7.02713, -0.27060], [-2.52962, -4.11924, 2.89928], [-2.03482, -2.68891, 1.97686], [-0.84201, -3.91317, 2.41008], [-4.70642, -4.71600, 0.69903], [-4.23276, -4.86516, -0.99453], [-4.20219, -3.28321, -0.20587], [-1.44499, -4.20405, -1.85673], [-0.06397, -4.30627, -0.75970], [0.83423, -2.21656, -2.59367], [0.39040, -0.51931, -2.55684], [-1.85110, -4.16634, -4.02648], [-3.02367, -3.15501, -4.86414], [-2.95956, -3.14503, -3.09699], [0.48368, -2.93482, -5.61999], [0.63595, -1.18497, -5.78234], [-0.71461, -2.02938, -6.54588], [-2.71747, 0.04635, -3.42163], [-2.82162, -0.25420, -5.16097], [-1.45610, 0.65714, -4.51912]],
  "nbo_charge": [1.674, -0.613, -0.369, -0.615, -0.620, 1.861, -1.770, -0.372, -0.614, -0.616, -0.628, -0.356, -0.593, -0.621, -0.617, 0.206, 0.198, 0.219, 0.206, 0.207, 0.210, 0.197, 0.242, 0.206, 0.197, 0.233, 0.204, 0.210, 0.208, 0.203, 0.249, 0.204, 0.201, 0.221, 0.211, 0.162, 0.205, 0.219, 0.207, 0.207, 0.208, 0.214, -0.885, -0.351, 0.800, -0.628, -0.714, 0.384, 0.521, 0.425, 0.239, 0.214, -0.705, 0.182, -0.681, 0.210, -0.242, -0.222, -0.224, -0.272, 0.278, 0.227, 0.213, 0.213, 0.222, -1.117, 0.386, 0.375, 0.364, -1.105, 1.634, -1.123, -1.112, -1.152, 0.505, -1.167, 1.643, -1.119, -1.109, -1.116, 0.236, 0.235, 0.235, 0.238, 0.244, 0.240, 0.236, 0.234, 0.240, 0.238, 0.236, 0.243, 0.264, 0.233, 0.238, 0.241, 0.236, 0.235, 0.234, 0.229, 0.236, 0.223]
}

***

No. 3
{
  "formula": "C27H13F19NO2STa",
  "method": "ωB97M-V with the def2-TZVPD basis set",
  "e_tot_ev": -97818.3802,
  "total_charge": 0,
  "spin_multiplicity": 1,
  "species": ["Ta", "C", "C", "C", "C", "C", "N", "C", "C", "C", "C", "C", "C", "C", "C", "O", "C", "F", "F", "F", "C", "F", "F", "F", "C", "C", "C", "O", "C", "F", "F", "F", "C", "F", "F", "F", "H", "H", "H", "H", "H", "H", "H", "H", "H", "H", "H", "H", "F", "C", "F", "H", "F", "C", "C", "F", "C", "F", "C", "S", "C", "F", "C", "F"],
  "positions_angstrom": [[-1.12267, 0.11015, -1.17186], [-1.20290, -4.40438, 4.35727], [-0.99812, -3.27046, 3.39179], [0.23763, -2.64134, 3.26235], [0.41612, -1.60754, 2.36787], [-0.63071, -1.14566, 1.56574], [-0.38791, -0.04751, 0.69328], [0.48694, 0.96725, 1.19710], [0.21540, 1.44615, 2.48038], [1.01558, 2.39678, 3.07579], [2.11670, 2.92207, 2.40655], [2.99073, 3.97270, 3.03370], [2.35913, 2.47864, 1.11821], [1.55482, 1.52819, 0.49291], [1.81902, 1.12654, -0.94924], [0.64134, 0.74464, -1.57142], [2.79560, -0.07877, -0.99202], [3.18912, -0.36753, -2.23546], [2.18558, -1.16357, -0.49610], [3.88744, 0.14904, -0.25856], [2.36929, 2.29607, -1.81627], [1.67455, 3.41069, -1.58741], [2.25957, 2.00947, -3.11630], [3.66301, 2.54832, -1.56790], [-1.86431, -1.80210, 1.65266], [-2.02619, -2.83559, 2.57329], [-3.03621, -1.38311, 0.77975], [-2.60476, -0.74420, -0.37450], [-3.92401, -0.36813, 1.54372], [-4.37711, -0.87137, 2.69426], [-4.97382, 0.02113, 0.81280], [-3.19843, 0.72314, 1.82783], [-3.88184, -2.58809, 0.26908], [-4.64559, -3.13589, 1.22325], [-3.06861, -3.53472, -0.21101], [-4.69114, -2.20633, -0.71995], [-0.67813, -4.22194, 5.29503], [-2.25973, -4.54489, 4.58083], [-0.82288, -5.34110, 3.94476], [1.07360, -2.96491, 3.87105], [1.38270, -1.12845, 2.28876], [-0.63742, 1.04117, 3.00966], [0.77889, 2.74295, 4.07466], [2.88092, 3.97945, 4.11734], [4.04130, 3.80190, 2.79881], [2.72889, 4.96691, 2.66658], [3.20143, 2.89605, 0.58282], [-2.98879, -3.32026, 2.66202], [-1.62697, 2.68570, -2.52341], [-2.11112, 2.06546, -1.39946], [-1.78277, 2.85034, -0.32256], [-3.20274, 2.04712, -1.47534], [2.85679, 0.79945, -6.65025], [1.90847, 0.32488, -5.85022], [2.17394, -0.76292, -5.03404], [3.38006, -1.32509, -5.05333], [1.18281, -1.25123, -4.20531], [1.46268, -2.29543, -3.42570], [-0.08023, -0.66980, -4.16449], [-1.32837, -1.32374, -3.09286], [-0.32307, 0.41454, -4.99453], [-1.51594, 1.00725, -4.99834], [0.65791, 0.91382, -5.83427], [0.40456, 1.95809, -6.61975]],
  "nbo_charge": [2.161, -0.627, -0.041, -0.171, -0.245, 0.244, -0.774, 0.122, -0.218, -0.177, -0.011, -0.631, -0.199, -0.018, 0.077, -0.769, 0.969, -0.312, -0.312, -0.308, 0.981, -0.304, -0.310, -0.317, -0.140, -0.131, 0.093, -0.751, 0.969, -0.307, -0.308, -0.312, 0.973, -0.314, -0.308, -0.302, 0.220, 0.219, 0.225, 0.216, 0.230, 0.229, 0.216, 0.218, 0.221, 0.226, 0.226, 0.220, -0.341, 0.161, -0.341, 0.149, -0.278, 0.286, 0.308, -0.287, 0.334, -0.290, -0.290, -0.095, 0.345, -0.287, 0.270, -0.280]
}

***

No. 4
{
  "formula": "C3H6NOS",
  "method": "ωB97M-V with the def2-TZVPD basis set",
  "e_tot_ev": -17581.3894,
  "total_charge": -1,
  "spin_multiplicity": 1,
  "species": ["O", "C", "N", "C", "C", "S", "H", "H", "H", "H", "H", "H"],
  "positions_angstrom": [[1.10020, -1.80780, 1.70034], [1.49654, -0.79437, 1.05447], [0.85203, -0.41233, -0.09296], [-0.65676, -0.50665, -0.22953], [-1.16663, 0.99783, -0.67587], [0.20373, 1.70281, -1.75472], [2.27551, -0.07804, 1.29788], [1.33429, 0.39883, -0.46037], [-0.95510, -1.36354, -0.81131], [-1.08459, -0.58266, 0.79940], [-2.11232, 0.88020, -1.20855], [-1.28690, 1.56572, 0.38122]],
  "nbo_charge": [-0.683, 0.503, -0.633, -0.229, -0.512, -0.695, 0.108, 0.418, 0.186, 0.185, 0.187, 0.165]
}

***

No. 5
{
  "formula": "C5H5N",
  "method": "ωB97M-V with the def2-TZVPD basis set",
  "e_tot_ev": -6751.2604,
  "total_charge": 0,
  "spin_multiplicity": 1,
  "species": ["C", "C", "C", "C", "C", "N", "H", "H", "H", "H", "H"],
  "positions_angstrom": [[-0.70615, 0.67921, 0.99700], [1.32564, 0.04617, -0.39503], [-1.23659, -0.49741, 0.67728], [0.64168, -1.03830, -0.79904], [0.07029, 0.91621, -0.19389], [-0.70005, -0.49735, -0.72412], [-0.69770, 1.51428, 1.64840], [2.41733, 0.08000, -0.35581], [-1.99856, -1.07290, 0.96819], [1.00642, -1.96764, -1.09536], [-0.12231, 1.83773, -0.72762]],
  "nbo_charge": [-0.256, -0.274, -0.019, -0.032, -0.078, -0.386, 0.212, 0.217, 0.197, 0.197, 0.222]
}

***

Frontier orbital gap readings, ordered: 10.04 7.41 7.56 6.90 10.12 eV
ΔE to the lowest compared entry with this formula, charge and spin readings, ordered: 179.0 106.3 1.4 161.7 448.4 kJ/mol
Strongest force on any atom readings, ordered: 0.010 0.058 0.017 0.091 0.092 Eh/bohr